DFT (the ωB97M-V functional and the def2-TZVPD basis) results for a cluster of 2 separate species, C6H4S in total at a distorted geometry.

```
11
Properties=species:S:1:pos:R:3:forces:R:3
S -0.6474 2.3240 0.0639 0.3 -1.7 -0.4
C -0.0126 0.9040 -0.6898 0.6 -0.7 0.7
C -2.0410 -0.2136 0.2337 -2.3 -0.6 -0.8
C -3.1232 -0.6258 -0.1181 1.3 0.7 1.0
C -0.8459 0.4454 0.4927 2.6 1.7 -1.3
C 2.4269 0.3135 -0.1903 -2.0 0.8 -0.3
C 3.5328 0.1697 0.2977 -2.6 0.3 -1.0
H -0.2623 0.2201 1.3572 0.1 -0.2 0.5
H -4.1546 -0.8191 -0.0883 -0.6 -0.5 -0.4
H -0.1817 0.5342 -1.7350 0.7 0.6 1.2
H 4.3250 -0.1694 0.8472 1.8 -0.4 0.8
```
Positions in Å, forces in eV/Å.

Computed properties:
spin multiplicity	1
calculated total energy	-628.884417	Ha
ΔE to the lowest compared entry with this formula, charge and spin	552.5	kJ/mol
lowest unoccupied orbital energy (spin up / spin down)	-1.54 / -1.53	eV
orbital gap (spin up / spin down)	7.73 / 7.73	eV

---

DFT (the ωB97M-V functional and the def2-TZVPD basis) results for the ion C6H5N2S2 with charge +1 at a distorted geometry.

```
15
Properties=species:S:1:pos:R:3:forces:R:3
S -2.2396 -1.3000 -0.0209 -2.8 -1.5 -0.9
S -1.9582 -2.7864 -1.8872 -0.1 -1.1 1.3
N -1.9164 -1.4682 -2.7626 0.1 2.6 -3.1
N -0.8777 -0.8335 0.2667 3.4 1.7 1.5
C -0.0609 1.0356 1.6730 -2.0 -0.8 0.2
C 0.0648 -0.1619 0.8017 1.4 0.3 -0.9
C 2.2067 0.7329 1.2387 0.7 -4.9 -3.1
C 1.1922 1.4185 1.8807 -0.7 4.9 2.6
C -1.9002 -0.5498 -3.4841 -0.1 -1.2 2.5
C 1.5863 -0.2680 0.5180 0.1 0.6 0.1
H 3.3012 0.7741 1.2568 -0.7 0.7 0.2
H -1.0600 1.4591 1.9960 1.7 -0.5 -0.3
H 1.4750 2.3723 2.3655 -0.6 -0.7 0.1
H -1.8794 0.5148 -3.6368 0.0 -0.1 -0.8
H 2.0660 -0.9396 -0.2056 -0.5 0.1 0.6
```
Positions in Å, forces in eV/Å.

Computed properties:
spin multiplicity	1
calculated total energy	-1137.077144	Ha
SMILES string	C#[N+]SSN=C1C=CC=C1
lowest unoccupied orbital energy	-5.54	eV
total charge	+1
orbital gap	6.78	eV

---

DFT (the ωB97M-V functional and the def2-TZVPD basis) results for the ion C14H22N3O3S with charge +1.

```
43
Properties=species:S:1:pos:R:3:forces:R:3
S 4.2249 -1.7188 -0.4493 0.5 0.4 0.0
O 1.0763 2.6321 -0.2459 -0.1 0.2 -0.2
O -3.8904 -1.8517 0.7770 -0.3 -0.3 0.2
O -4.7342 -0.0065 -0.2267 0.3 0.1 -0.1
N 3.2346 1.6207 0.1984 -0.2 0.9 -0.2
N -2.5266 -0.4017 -0.2927 0.0 0.1 -0.1
N -0.3210 1.0641 0.6014 0.0 0.2 0.0
C 4.0417 1.0494 -0.9203 0.4 -0.3 -0.2
C 4.8729 -0.1025 -0.4767 -0.2 -0.4 0.0
C -1.5237 1.7667 0.1735 -0.3 0.3 -0.5
C 0.8665 1.5502 0.3165 0.5 -0.1 0.1
C -6.0708 -0.4389 0.0676 -0.5 -0.3 0.1
C -1.3456 -1.0934 0.1540 0.0 -0.2 0.4
C 6.1644 -0.0863 -0.0389 -0.3 0.1 -0.1
C 5.7035 -2.3373 0.1530 -0.3 0.0 -0.1
C 2.1486 0.7702 0.7095 -0.6 -0.2 0.1
C -2.2753 0.9033 -0.8494 -0.1 0.3 0.1
C -3.7534 -0.8355 0.1451 0.2 0.1 -0.1
C -6.5772 -1.4289 -0.9685 0.3 0.2 0.2
C 6.6375 -1.3672 0.3178 0.0 -0.2 0.1
C -0.5970 -0.2333 1.1860 -0.2 -0.6 -0.1
H -1.2426 -0.0857 2.0567 0.1 0.0 0.0
H 2.2078 0.6479 1.7910 0.1 0.0 -0.1
H 3.8598 1.9460 0.9361 -0.1 -0.1 -0.1
H -7.6111 -1.6793 -0.7519 -0.1 0.0 0.0
H 5.7891 -3.3882 0.3443 0.1 -0.2 0.0
H -6.0842 -0.8900 1.0642 0.0 0.2 -0.1
H 2.5993 2.4575 -0.1708 0.5 -0.4 0.3
H -0.6973 -1.2950 -0.7057 0.0 0.0 0.0
H 2.1769 -0.2112 0.2335 0.0 0.1 0.2
H -6.6620 0.4783 0.0632 0.1 -0.1 0.0
H 0.3164 -0.7296 1.5050 0.0 0.0 0.0
H -1.2355 2.7233 -0.2618 0.0 -0.1 0.1
H -1.6589 -2.0363 0.6051 0.1 0.1 -0.1
H -2.1547 1.9376 1.0493 0.0 0.0 0.0
H -3.2212 1.3729 -1.1117 0.1 0.0 0.0
H 7.6317 -1.5574 0.6767 0.2 -0.1 0.1
H 4.6834 1.8458 -1.3036 -0.2 0.0 0.0
H 6.7671 0.8028 0.0127 0.1 0.2 0.0
H -6.5182 -0.9986 -1.9653 0.0 0.0 -0.1
H 3.3472 0.7498 -1.7074 0.0 0.2 0.1
H -1.6664 0.7931 -1.7540 0.0 0.1 0.0
H -5.9824 -2.3384 -0.9372 0.0 -0.1 0.0
```
Positions in Å, forces in eV/Å.

Computed properties:
spin multiplicity	1
calculated total energy	-1334.656776	Ha
SMILES string	CCOC(=O)N1CCN(C(=O)C[NH2+]Cc2cccs2)CC1
lowest unoccupied orbital energy	-2.64	eV
total charge	+1
orbital gap	9.35	eV

---

DFT (the ωB97M-V functional and the def2-TZVPD basis) results for a structure of composition C26H43BrINNiO2SbSi.

```
77
Properties=species:S:1:pos:R:3:forces:R:3
I -1.0017 -3.7898 1.4731 0.0 0.0 0.0
Sb 1.3857 -0.9889 3.0943 0.2 -0.1 0.1
Br -2.9010 5.4560 5.0763 0.0 0.0 0.0
Ni -0.1941 -0.9959 0.5394 0.1 -0.1 0.1
Si 1.2321 -0.1781 -1.0008 -0.1 0.0 0.1
O -1.1846 0.1962 1.7120 0.1 0.4 -0.2
O -2.5959 0.3297 3.4280 0.0 0.0 0.0
N -2.9924 -1.2795 -0.1317 -0.4 -0.1 0.1
C 2.1616 -2.4589 -2.6430 0.0 0.0 0.0
C 0.1186 -2.6858 -0.0804 0.2 0.0 -0.5
C -4.0096 -0.1911 -2.0455 0.0 0.0 0.0
C -3.3594 -2.5018 -2.1726 0.0 0.0 0.0
C -1.5516 2.3245 2.7124 0.0 0.0 0.0
C -0.4279 -0.2111 -3.3426 0.0 0.0 0.0
C -0.4275 4.3152 1.9574 0.0 0.0 0.0
C -3.7518 -2.5338 -3.4985 0.0 0.0 0.0
C 0.9731 1.8386 -3.1324 0.0 0.0 0.0
C 3.5773 -0.4494 -2.6791 0.0 0.0 0.0
C 0.4136 -1.8038 4.8284 -0.1 0.0 0.0
C 3.3800 -1.6224 3.6687 0.0 0.0 0.1
C 0.2039 0.7687 -2.3499 0.0 0.0 0.0
C -4.2684 -1.4012 -4.1166 0.0 0.0 0.0
C 2.6421 -1.2796 -1.7875 0.0 0.0 0.0
C -0.9274 1.4957 -1.6081 0.0 0.0 0.0
C -4.3937 -0.2345 -3.3749 0.0 0.0 0.0
C 1.6016 0.9787 3.9420 0.0 0.0 0.0
C 3.5076 -1.8338 -0.6420 0.0 0.0 0.0
C -1.8076 0.8260 2.6246 -0.1 -0.1 0.1
C -1.9840 4.4264 3.7601 0.0 0.0 0.0
C -1.0919 5.0671 2.9155 0.0 0.0 0.0
C 2.2518 1.1773 -0.1149 0.0 0.0 0.0
C -0.6589 2.9520 1.8577 0.0 0.0 0.0
C -3.4772 -1.3243 -1.4235 0.0 0.0 -0.1
C -2.2240 3.0687 3.6754 0.0 0.0 0.0
H 2.1034 1.6449 3.2411 0.0 0.0 0.0
H -2.9423 -3.3838 -1.6990 0.0 0.0 0.0
H -0.9235 6.1312 3.0070 0.0 0.0 0.0
H -2.9145 2.5630 4.3357 0.0 0.0 0.0
H 0.3049 2.3068 -3.8668 0.0 0.0 0.0
H -1.1835 0.3001 -3.9515 0.0 0.0 0.0
H -4.1025 0.7277 -1.4787 0.0 0.0 0.0
H 1.0908 -3.1653 -0.0318 0.0 0.0 0.1
H 0.2729 4.7983 1.2877 0.0 0.0 0.0
H 4.1180 -1.0249 3.1320 0.0 0.0 0.0
H -0.3655 -2.9843 -1.0126 -0.1 -0.1 0.1
H 0.4823 -2.8911 4.8003 0.0 0.0 0.0
H 3.5372 -1.4991 4.7411 0.0 0.0 0.0
H -3.0216 -2.1487 0.3814 0.2 0.0 0.0
H 1.8265 1.4398 -3.6797 0.0 0.0 0.0
H 3.9798 0.4238 -2.1623 0.0 0.0 0.0
H 3.5281 -2.6690 3.4035 0.0 0.0 0.0
H -3.2673 -0.5021 0.4496 0.1 0.1 -0.1
H 3.0365 0.7346 0.5019 0.0 0.0 0.0
H 0.3152 -0.6275 -4.0257 0.0 0.0 0.0
H -0.6385 -1.5191 4.7966 0.0 0.0 0.0
H 2.9359 -2.4076 0.0885 0.0 0.0 0.0
H 1.6627 -2.1212 -3.5516 0.0 0.0 0.0
H 1.4800 -3.1229 -2.1208 0.0 0.0 0.0
H -4.5665 -1.4279 -5.1562 0.0 0.0 0.0
H -1.4734 0.8318 -0.9361 0.0 0.0 0.0
H 4.0169 -1.0360 -0.1000 0.0 0.0 0.0
H 1.6403 1.7800 0.5548 -0.1 0.0 0.0
H -1.6395 1.9131 -2.3311 0.0 0.0 0.0
H -0.9288 -1.0397 -2.8363 0.0 0.0 0.0
H 2.1802 0.9152 4.8639 0.0 0.0 0.0
H 2.7343 1.8585 -0.8213 0.0 0.0 0.0
H 3.0280 -3.0583 -2.9517 0.0 0.0 0.0
H 1.3384 2.6311 -2.4758 0.0 0.0 0.0
H -0.1598 2.3464 1.1188 0.0 0.0 0.0
H 4.2828 -2.4922 -1.0533 0.0 0.0 0.0
H -3.6448 -3.4544 -4.0595 0.0 0.0 0.0
H 0.6176 1.3893 4.1640 0.0 0.0 0.0
H -4.7942 0.6596 -3.8379 0.0 0.0 0.0
H 4.4272 -1.0690 -2.9932 0.0 0.0 0.0
H 0.8708 -1.4271 5.7440 0.0 0.0 0.0
H -0.5395 2.3275 -1.0149 0.0 0.0 0.0
H 3.0767 -0.1087 -3.5856 0.0 0.0 0.0
```
Positions in Å, forces in eV/Å.

Computed properties:
spin multiplicity	1
calculated total energy	-6131.588246	Ha
lowest unoccupied orbital energy (spin up / spin down)	2.47 / 2.47	eV
total charge	-1
orbital gap (spin up / spin down)	6.64 / 6.65	eV

---

DFT (the ωB97M-V functional and the def2-TZVPD basis) results for a structure of composition C27H20ClF3N4O6W at a distorted geometry.

```
62
Properties=species:S:1:pos:R:3:forces:R:3
W -1.2855 1.2910 0.2218 1.2 -0.5 0.8
Cl -2.2940 3.3469 1.2722 -0.3 0.3 -0.1
F 0.8590 2.4051 7.0286 0.0 0.0 0.0
F 0.3770 0.3235 7.4027 0.0 0.1 0.0
F 2.4350 0.9153 7.0558 -0.1 0.0 0.0
O 1.1071 -1.5529 -5.6359 0.0 0.0 0.0
O -4.8528 0.4156 -5.6210 0.0 0.0 0.1
O -0.8241 3.1211 1.4414 -0.2 0.0 -0.1
O -2.4701 3.3248 -0.1902 -0.1 0.2 0.4
O -2.8287 2.0081 1.6959 0.1 0.3 -0.1
O -2.8169 4.4465 1.9434 0.2 -0.3 -0.2
N -0.1610 0.4401 -1.3599 -0.1 0.0 0.1
N -2.6820 0.4363 -1.1306 -0.3 -0.1 -0.3
N 5.4189 -5.0806 2.3336 0.0 0.0 0.0
N 0.6134 0.6710 2.5076 0.0 0.0 -0.4
C -0.1983 0.4053 4.7232 0.0 0.0 0.0
C -0.1282 -0.4110 -3.5785 0.1 0.0 0.0
C -0.7952 0.1378 -2.5122 -0.2 0.0 0.0
C 1.1115 0.0627 -1.1743 0.0 0.0 0.0
C -0.3488 0.2740 3.3649 -0.1 -0.1 0.0
C 1.1681 1.1445 6.7141 0.0 0.0 0.0
C 4.6028 -1.8658 1.2136 0.0 0.0 0.0
C -5.4617 0.6735 -4.3828 0.0 0.0 0.0
C -4.0039 0.5808 -0.8974 0.0 -0.1 0.0
C 1.2279 -0.7121 -3.4371 0.0 0.0 -0.1
C 4.7861 -4.1868 1.9898 -0.1 0.1 -0.1
C 1.7667 1.1888 2.9845 0.0 0.0 0.0
C 1.8384 -2.1204 1.0550 0.0 0.0 0.0
C 3.9884 -3.0662 1.5531 0.1 -0.1 0.1
C -3.1304 0.3681 -3.4762 0.0 -0.1 -0.1
C 1.5969 0.2491 0.2378 0.0 0.0 0.0
C 0.9779 0.9451 5.2173 0.0 0.0 0.1
C 1.8331 -0.5086 -2.2014 0.1 0.0 0.0
C 0.3582 0.5414 1.0713 -0.5 0.1 -0.2
C -4.4892 0.5490 -3.2360 0.0 0.0 -0.1
C -4.9231 0.6525 -1.9147 0.0 -0.1 -0.1
C -2.2576 0.3180 -2.4152 0.1 0.1 0.1
C 3.8275 -0.7932 0.7974 0.0 0.0 0.0
C 2.4455 -0.9134 0.7165 0.0 0.0 0.0
C 2.6029 -3.1945 1.4729 0.0 0.0 0.0
C 1.9737 1.3351 4.3351 0.1 0.0 -0.1
C 2.0032 -1.3028 -4.5821 -0.1 0.0 0.0
H 4.3110 0.1406 0.5296 0.0 0.0 0.0
H -2.7765 0.2890 -4.4947 0.0 0.0 0.0
H -5.8278 1.7052 -4.3854 0.0 0.0 0.0
H 0.7609 -2.2257 0.9864 0.0 0.0 0.0
H 5.6789 -1.7776 1.2756 0.0 0.0 0.0
H -0.9874 0.0716 5.3818 0.0 0.0 0.0
H -4.3092 0.6417 0.1381 0.0 0.0 0.0
H 2.1379 -4.1352 1.7346 0.0 0.0 0.0
H -5.9705 0.7811 -1.6752 0.0 0.0 0.0
H 2.4997 1.4991 2.2596 0.0 0.0 0.0
H 2.9070 1.7533 4.6855 0.0 0.0 0.0
H -0.6407 -0.6543 -4.4970 0.0 0.0 0.0
H 2.7831 -0.5870 -4.8670 0.0 0.0 0.0
H 2.2247 1.1528 0.2226 0.0 0.0 0.0
H 1.5806 -1.9128 -6.3923 0.0 0.0 0.0
H -5.1494 -0.4313 -5.9672 0.0 0.0 0.0
H -6.3279 0.0344 -4.1941 0.0 0.0 0.0
H 2.5028 -2.2135 -4.2350 0.0 0.0 0.0
H -1.2202 -0.1753 2.9127 0.0 0.0 0.0
H 2.8554 -0.8189 -2.0230 0.0 0.0 0.0
```
Positions in Å, forces in eV/Å.

Computed properties:
spin multiplicity	3
calculated total energy	-2537.395484	Ha
ΔE to the lowest compared entry with this formula, charge and spin	13.2	kJ/mol
lowest unoccupied orbital energy (spin up / spin down)	-7.17 / -7.28	eV
total charge	+2
orbital gap (spin up / spin down)	7.32 / 7.19	eV

---

DFT (the ωB97M-V functional and the def2-TZVPD basis) results for an isolated molecule of C2H2N2O3 at a distorted geometry.

```
9
Properties=species:S:1:pos:R:3:forces:R:3
O 0.1539 -1.2752 -0.3419 1.3 2.7 1.3
O -0.0967 2.2399 -0.2886 0.0 -2.2 1.3
O -1.9036 -0.1161 0.4235 0.9 -1.0 -0.4
N 1.4213 0.6248 0.3927 -0.8 -4.1 -1.6
N -0.7508 -0.0483 -0.4026 -0.7 0.3 -0.3
C 1.3323 -0.6664 0.0059 1.1 1.0 2.6
C 0.2006 1.1022 0.0296 -1.9 2.3 -2.0
H 2.2888 -1.2429 0.2135 -1.7 0.0 -1.0
H -2.6457 -0.6179 -0.0321 1.7 0.9 0.0
```
Positions in Å, forces in eV/Å.

Computed properties:
spin multiplicity	1
calculated total energy	-412.503651	Ha
ΔE to the lowest compared entry with this formula, charge and spin	386.8	kJ/mol
SMILES string	O=c1ncon1O
lowest unoccupied orbital energy	-0.29	eV
orbital gap	10.15	eV

---

DFT (the ωB97M-V functional and the def2-TZVPD basis) results for a structure of composition H3O5P3 at a distorted geometry.

```
11
Properties=species:S:1:pos:R:3:forces:R:3
P -1.2944 0.7188 -1.9832 -1.2 1.3 1.1
P 1.0809 0.0373 2.2014 1.4 -0.9 -1.0
P 0.1738 1.2808 -0.2356 -4.3 -1.6 0.8
O 1.3438 1.7425 -0.8829 3.5 1.4 -1.7
O 0.3473 0.0005 3.4438 -0.7 0.1 0.8
O 0.8651 -1.5824 1.6454 -0.7 0.1 1.6
O 0.5444 -1.4677 -0.5369 -2.3 -0.7 -0.7
O 1.2619 -2.1645 0.4459 0.1 0.8 -0.4
H -1.3921 2.0999 -2.2857 0.9 0.1 -0.6
H -0.4123 -1.8747 -0.5330 2.4 0.7 0.2
H -2.5185 1.2094 -1.2792 0.8 -1.3 0.0
```
Positions in Å, forces in eV/Å.

Computed properties:
spin multiplicity	1
calculated total energy	-1401.848031	Ha
ΔE to the lowest compared entry with this formula, charge and spin	433.7	kJ/mol
lowest unoccupied orbital energy	-1.48	eV
orbital gap	7.52	eV

---

DFT (the ωB97M-V functional and the def2-TZVPD basis) results for a structure of composition C3H8NO5PTb at a distorted geometry.

```
19
Properties=species:S:1:pos:R:3:forces:R:3
Tb -0.9187 3.6103 -2.9579 -0.2 0.7 -2.0
P -2.3620 1.6510 0.6570 -2.4 0.4 0.6
O -0.6535 -2.0541 -0.2359 0.1 -0.7 0.0
O 0.6054 -1.8942 -0.5413 -0.2 -0.2 0.4
O -1.0936 2.2491 1.3754 0.4 -0.4 -0.7
O -2.2492 2.2869 -1.0615 0.7 -0.6 -0.7
O -2.2778 -1.0419 -1.4639 0.5 0.2 -0.2
N -2.0478 -0.1464 0.6504 2.3 0.1 -0.3
C -1.7791 -0.9083 -0.4240 -1.5 0.6 -0.5
C 1.3898 -0.9611 0.2932 0.3 0.4 0.0
C 2.8058 -1.4731 0.2971 -0.1 0.2 -0.1
H 0.9524 -0.9345 1.2852 -0.2 -0.1 0.1
H 2.9178 -2.3274 0.9479 0.0 -0.2 0.1
H 3.1402 -1.7037 -0.7069 0.0 -0.2 -0.2
H -1.5116 2.8666 -1.2553 0.2 -0.6 2.8
H 3.4342 -0.6627 0.6536 0.1 0.1 0.2
H -1.4752 -0.4561 1.4379 -0.3 0.2 0.4
H -0.2085 1.8838 1.2381 0.2 0.0 0.3
H 1.3313 0.0161 -0.1891 -0.1 0.1 -0.2
```
Positions in Å, forces in eV/Å.

Computed properties:
spin multiplicity	7
calculated total energy	-1714.472166	Ha
lowest unoccupied orbital energy (spin up / spin down)	-13.51 / -13.68	eV
total charge	+3
orbital gap (spin up / spin down)	7.55 / 7.45	eV